(1)
One molecule with the formula C5H11P. Source: the Open Molecules 2025 dataset; level of theory: wB97M-V/def2-TZVPD.

ΔE to the lowest compared entry with this formula, charge and spin ... 198.8 kJ/mol
Kohn-Sham gap (spin up / spin down) ... 7.02 / 8.58 eV
Maximum force ... 0.01058 Eh/bohr
Lowest unoccupied orbital energy (spin up / spin down) ... -0.34 / 0.88 eV

Geometry (Å):
C  -2.32  -1.64  -0.35
C  -0.28  -0.77  1.00
C  -1.30  -0.61  -0.05
C  0.95  0.11  0.72
C  1.31  2.59  -0.61
P  0.55  1.92  0.94
H  -2.26  -2.48  0.35
H  -2.19  -2.04  -1.36
H  -0.67  -0.45  1.98
H  0.00  -1.82  1.11
H  -1.33  0.31  -0.59
H  -3.32  -1.22  -0.31
H  1.72  -0.15  1.44
H  1.34  -0.08  -0.28
H  1.04  3.64  -0.69
H  2.39  2.50  -0.56
H  0.94  2.05  -1.48

---

(2)
A 2-piece molecular cluster, C5H11P overall. Source: the Open Molecules 2025 dataset; level of theory: wB97M-V/def2-TZVPD.

ΔE to the lowest compared entry with this formula, charge and spin ... 368.6 kJ/mol
Kohn-Sham gap ... 9.09 eV
Maximum force ... 0.08239 Eh/bohr
Lowest unoccupied orbital energy ... 0.55 eV

Geometry (Å):
C  0.98  -0.33  -1.09
C  0.76  0.77  -0.11
C  0.18  -0.55  0.18
C  -0.11  1.93  -0.54
C  -2.11  -0.80  0.42
P  0.84  -1.80  1.33
H  0.42  -0.43  -2.01
H  1.90  -0.94  -1.16
H  1.61  0.99  0.49
H  0.47  2.82  -0.83
H  -0.77  2.13  0.27
H  -0.74  1.67  -1.38
H  -2.41  -0.05  1.12
H  -2.13  -1.88  0.59
H  -2.27  -0.50  -0.59
H  1.17  -1.08  2.34
H  2.21  -1.95  0.96

---

(3)
C5H12AgMgO3 as an isolated structure. Source: the Open Molecules 2025 dataset; level of theory: wB97M-V/def2-TZVPD.

Multiplicity ... 2
ΔE to the lowest compared entry with this formula, charge and spin ... 0.0 kJ/mol
Kohn-Sham gap (spin up / spin down) ... 6.39 / 6.32 eV
Maximum force ... 0.10680 Eh/bohr
Lowest unoccupied orbital energy (spin up / spin down) ... 0.71 / -0.29 eV

Geometry (Å):
O  -2.77  -1.23  0.40
Mg  -4.59  -0.64  0.34
C  0.76  -2.54  -1.32
O  0.46  -1.42  -0.50
C  1.56  -0.91  0.26
C  1.08  0.16  1.22
C  0.65  1.46  0.58
O  -0.62  1.30  -0.07
C  -1.36  2.50  -0.26
Ag  -1.35  -0.53  -0.57
H  -0.19  -2.99  -1.62
H  1.32  -2.19  -2.20
H  1.36  -3.27  -0.76
H  2.30  -0.51  -0.45
H  2.00  -1.75  0.82
H  1.91  0.38  1.90
H  0.24  -0.24  1.94
H  1.35  1.81  -0.18
H  0.55  2.23  1.36
H  -2.42  2.21  -0.31
H  -1.25  3.18  0.59
H  -0.98  2.99  -1.17

---

(4)
C5H12AlBFO5 as an isolated structure. Source: the Open Molecules 2025 dataset; level of theory: wB97M-V/def2-TZVPD.

Kohn-Sham gap ... 7.50 eV
Maximum force ... 0.02896 Eh/bohr
Lowest unoccupied orbital energy ... 2.89 eV
Net charge ... -1

Geometry (Å):
C  3.47  -0.29  -0.09
O  2.67  0.71  -0.68
B  1.56  1.09  0.04
O  1.64  1.30  1.41
C  0.21  1.35  -0.73
O  -0.01  0.45  -1.79
Al  -1.70  -0.21  -1.56
C  -1.42  -1.91  -0.47
C  -1.88  -1.87  0.98
F  -2.04  -3.06  -1.07
O  -2.16  1.27  -0.64
C  -1.03  1.53  0.14
O  -1.06  2.85  0.66
H  4.11  -0.70  -0.86
H  2.88  -1.12  0.30
H  4.10  0.11  0.71
H  1.99  0.55  1.90
H  0.37  2.36  -1.17
H  -2.54  -0.39  -2.91
H  -0.35  -2.12  -0.46
H  -1.07  -1.48  1.59
H  -2.74  -1.23  1.14
H  -2.09  -2.88  1.31
H  -1.08  0.84  0.99
H  -1.84  2.85  1.24

---

(5)
C5H12BBeClO4P as an isolated structure. Source: the Open Molecules 2025 dataset; level of theory: wB97M-V/def2-TZVPD.

Kohn-Sham gap ... 5.47 eV
Maximum force ... 0.09116 Eh/bohr
Lowest unoccupied orbital energy ... -7.73 eV
Net charge ... +1

Geometry (Å):
C  -1.75  0.86  -2.22
B  -0.40  0.11  -2.02
O  0.02  -0.74  -3.03
C  0.56  0.30  -0.72
O  0.49  1.71  -0.37
P  -0.10  2.03  1.16
O  0.33  0.37  1.58
C  0.30  -0.56  0.53
Cl  -1.30  -1.35  0.33
C  1.32  -1.67  0.81
C  0.68  -2.92  1.41
O  0.27  -2.92  2.54
H  -1.71  1.30  -3.22
H  -1.97  1.60  -1.46
H  -2.57  0.15  -2.25
H  -0.20  -1.65  -2.80
H  1.56  0.21  -1.15
H  -0.37  3.40  0.88
H  1.27  2.50  1.73
H  -0.69  2.08  2.49
H  -1.43  1.69  0.74
H  1.84  -1.98  -0.09
H  2.06  -1.37  1.56
H  0.64  -3.82  0.78
Be  1.13  0.68  2.81

---

(6)
A 2-piece molecular cluster, C5H12BrNO3S overall. Source: the Open Molecules 2025 dataset; level of theory: wB97M-V/def2-TZVPD.

Kohn-Sham gap ... 8.54 eV
Maximum force ... 0.02638 Eh/bohr
Lowest unoccupied orbital energy ... 0.10 eV

Geometry (Å):
O  1.13  -0.56  1.61
S  2.22  -0.10  0.78
O  3.27  -1.05  0.52
C  1.55  0.44  -0.77
C  0.04  0.26  -0.91
C  -0.32  -1.23  -1.12
O  -1.65  -1.56  -0.82
C  -1.85  -1.25  0.55
C  -1.95  0.25  0.66
N  -0.70  0.93  0.22
H  2.79  1.02  1.28
H  2.08  -0.13  -1.53
H  1.72  1.55  -0.84
H  -0.23  0.79  -1.82
H  0.38  -1.87  -0.58
H  -0.16  -1.44  -2.17
H  -0.99  -1.64  1.10
H  -2.75  -1.72  0.93
H  -2.72  0.55  -0.05
H  -2.28  0.59  1.64
H  -0.96  1.86  -0.12
H  -0.09  1.12  1.03
Br  1.47  3.20  0.40